# 1
This record from the Open Molecules 2025 dataset describes a gas-phase ion, C44H36N3O3 (charge +1) at a distorted geometry. The level of theory is ωB97M-V/def2-TZVPD.

CARTESIAN COORDINATES (ANGSTROEM)
C -2.47719 6.48904 -5.95914
O -2.91549 5.87832 -4.71983
C -2.24730 4.77466 -4.28935
C -2.69466 4.15483 -3.09113
C -2.00725 3.07453 -2.57166
C -0.82351 2.61418 -3.21076
C 0.19770 1.82464 -2.56684
C 0.07361 0.85318 -1.61299
C 1.21662 0.60659 -0.68896
C 1.08053 -0.58471 0.09394
O 0.85366 -1.73239 -0.71826
C 1.81448 -2.35962 -1.55046
C 2.21907 -0.70097 1.13011
C 2.79176 0.46750 1.67575
C 3.94294 0.37527 2.46136
C 4.46834 -0.87807 2.78333
C 3.82257 -2.03141 2.34981
C 2.68828 -1.94875 1.53066
C -0.18374 -0.63422 0.95822
N -0.52980 0.25163 1.92365
C 0.20092 0.58692 3.10467
C 0.08058 1.89951 3.55151
C 0.74093 2.25840 4.72848
C 1.48270 1.30968 5.44371
C 1.51349 -0.02291 5.02434
C 0.81872 -0.40210 3.87825
N -1.90465 0.10236 2.20428
C -2.26383 -1.00872 1.62030
C -3.47646 -1.72634 1.98474
C -3.57077 -3.12129 2.21734
C -4.77257 -3.67581 2.65511
C -5.86791 -2.84763 2.92896
C -5.76164 -1.45739 2.76389
C -4.57060 -0.89947 2.31624
N -1.24733 -1.46026 0.74116
C -1.25632 -2.80633 0.24747
C -0.37754 -3.73369 0.76783
C -0.47267 -5.06450 0.33673
C -1.49755 -5.42959 -0.54024
C -2.38598 -4.47047 -1.04564
C -2.23711 -3.12692 -0.66734
C 2.54828 0.73268 -1.45275
C 3.78714 0.10798 -1.15988
C 4.97126 0.50387 -1.78329
C 4.94927 1.46713 -2.79085
C 3.73493 1.99592 -3.20164
C 2.57276 1.63901 -2.50894
O 1.43054 2.24005 -2.99592
C -0.49642 3.12908 -4.47547
C -1.14676 4.22686 -4.99016
H -3.19906 7.28666 -6.12124
H -1.46371 6.90194 -5.86801
H -2.50255 5.77208 -6.79065
H -3.56088 4.57029 -2.58245
H -2.32439 2.57932 -1.64981
H -0.92589 0.51487 -1.33685
H 1.19033 1.47248 0.00557
H 1.39820 -2.41530 -2.56603
H 2.78302 -1.85284 -1.59274
H 1.98198 -3.37848 -1.16486
H 2.32380 1.44581 1.52996
H 4.42249 1.27908 2.83405
H 5.37446 -0.94740 3.38919
H 4.18522 -3.02070 2.62894
H 2.15430 -2.84808 1.20220
H -0.51351 2.59677 2.96478
H 0.66644 3.28398 5.08065
H 2.00405 1.60010 6.36373
H 2.07853 -0.77010 5.58417
H 0.77876 -1.44176 3.54677
H -2.69501 -3.75188 2.05763
H -4.84868 -4.75661 2.79474
H -6.80577 -3.28635 3.27474
H -6.60441 -0.80359 2.99171
H -4.43604 0.17708 2.22831
H 0.36156 -3.42882 1.51316
H 0.25348 -5.79578 0.70588
H -1.61532 -6.47700 -0.83720
H -3.19020 -4.75099 -1.72949
H -2.89072 -2.33859 -1.04634
H 3.85887 -0.70151 -0.43005
H 5.91582 0.04040 -1.49208
H 5.86510 1.77723 -3.28870
H 3.64543 2.66967 -4.05657
H 0.30243 2.68143 -5.05834
H -0.78419 4.67637 -5.91513

Force components x, y, z for each atom (eV/Å):
C -0.218 -0.266 0.545
O 0.430 -0.241 -0.280
C 0.411 -0.296 -0.056
C 0.020 0.316 -0.711
C 1.050 -0.261 -0.260
C -1.040 0.579 -0.913
C 0.198 -2.039 1.392
C -0.482 1.496 -1.239
C 0.538 2.923 -1.431
C 0.103 -3.530 2.267
O 0.051 0.451 0.429
C 0.529 -0.375 -0.237
C 0.344 0.204 0.284
C 0.315 -0.363 0.152
C -0.467 -0.118 -0.098
C 0.063 -0.001 -0.050
C -0.308 -0.236 -0.096
C 0.096 0.181 -0.009
C -0.691 0.340 -0.140
N -1.562 -1.366 -1.509
C 0.182 1.067 1.054
C 0.604 -0.323 0.118
C -0.040 -0.136 -0.054
C -0.121 0.099 0.015
C -0.170 0.061 -0.122
C -0.046 0.185 -0.413
N 0.779 -1.246 0.386
C 1.157 0.457 -0.276
C -1.454 -0.195 0.598
C 0.229 0.597 -0.385
C -0.028 0.348 0.104
C 0.165 0.190 -0.200
C 0.046 -0.290 0.082
C 0.220 -0.448 -0.193
N 0.280 0.993 1.762
C -0.196 0.081 -0.681
C 0.131 -0.793 0.097
C -0.005 0.478 0.221
C -0.204 -0.046 -0.225
C 0.271 0.310 0.213
C -0.228 -0.623 -0.299
C 0.637 -0.098 -0.103
C 0.158 0.368 0.007
C -0.253 -0.190 0.034
C -0.209 0.070 -0.207
C -0.014 -0.183 0.232
C -0.207 -0.011 -0.490
O 0.238 0.095 0.569
C -0.063 0.058 0.399
C -0.883 0.522 0.048
H 0.154 -0.039 -0.112
H -0.235 -0.082 0.082
H -0.100 0.141 0.223
H 0.107 -0.106 -0.149
H 0.106 0.421 -0.164
H 0.219 0.094 -0.149
H 0.136 -0.367 -0.019
H 0.122 0.039 0.311
H -0.461 -0.174 -0.008
H -0.100 0.222 -0.190
H 0.459 -0.382 -0.166
H -0.170 -0.192 -0.063
H -0.306 -0.015 -0.195
H 0.016 0.301 0.001
H 0.588 0.367 -0.025
H 0.206 -0.006 0.192
H 0.067 -0.201 0.003
H -0.211 -0.092 -0.471
H -0.267 0.228 -0.112
H 0.150 0.305 0.143
H -0.404 0.078 0.015
H 0.046 0.396 0.005
H 0.293 0.157 -0.113
H 0.224 -0.252 -0.027
H -0.240 -0.216 -0.045
H -0.343 -0.171 -0.289
H -0.418 0.209 -0.132
H 0.104 0.438 0.102
H 0.340 0.040 0.227
H 0.142 -0.334 0.065
H 0.039 0.588 -0.231
H -0.336 0.103 -0.081
H -0.150 -0.113 0.110
H 0.065 -0.136 0.387
H 0.076 0.188 0.292
H -0.270 -0.230 0.249

As for the maximum force: 4.196 eV/Å. Its SMILES is COc1ccc(C2=C[C@@H]([C@@](OC)(c3ccccc3)c3n(-c4ccccc4)nc(-c4ccccc4)[n+]3-c3ccccc3)c3ccccc3O2)cc1. The charge is +1. As for the orbital gap: 6.765 eV.

Results of the Löwdin charge analysis, in e, for atoms 1 through 8:
1 C -0.06
2 O -0.08
3 C -0.25
4 C 0.00
5 C -0.01
6 C -0.16
7 C -0.20
8 C 0.05



# 2
This record from the Open Molecules 2025 dataset describes a molecular structure, C44H37AsIrN3PS3 at a distorted geometry. The level of theory is ωB97M-V/def2-TZVPD.

CARTESIAN COORDINATES (ANGSTROEM)
Ir -0.05046 -0.18121 1.19424
C -3.03953 1.46457 -4.01818
S -4.02589 1.23995 -2.52885
C -2.84614 0.64728 -1.38475
S -3.72210 0.12855 0.04610
N -1.61762 0.65013 -1.73602
N -0.56458 0.32105 -0.92299
C 0.55283 0.35027 -1.58337
C 1.68899 0.90973 -0.87456
C 2.84064 1.28294 -1.54788
C 3.75586 2.10498 -0.90482
C 3.48295 2.52193 0.38464
C 2.33937 2.04943 1.02279
N 1.46423 1.25665 0.42443
H -3.75428 1.56160 -4.83227
H -2.40481 0.59887 -4.18294
H -2.43413 2.36330 -3.94403
H 0.57594 0.27884 -2.66538
H 2.99618 0.95988 -2.56751
H 4.66047 2.41478 -1.40859
H 4.14598 3.19129 0.91221
H 2.12151 2.30778 2.05293
S -0.05035 -0.12198 3.54687
C 1.42290 -0.79960 4.22552
C 1.57107 -0.71283 5.61453
C 2.71635 -1.17760 6.22373
C 3.74701 -1.72697 5.46524
C 3.60153 -1.82428 4.09485
C 2.43314 -1.38521 3.46874
As 2.14906 -1.50768 1.56505
C 3.92938 -1.04101 0.91291
C 4.38123 -1.59523 -0.28337
C 5.63830 -1.27774 -0.77286
C 6.46037 -0.40955 -0.06565
C 6.01696 0.14431 1.12533
C 4.75327 -0.16177 1.60726
C 2.17324 -3.39749 1.12042
C 3.09283 -4.29953 1.64934
C 3.09602 -5.61594 1.22151
C 2.18990 -6.04096 0.25543
C 1.27961 -5.14615 -0.27857
C 1.27218 -3.82706 0.15583
H 0.78074 -0.26620 6.20421
H 2.81866 -1.09723 7.29736
H 4.65508 -2.06905 5.94085
H 4.41468 -2.22692 3.50482
H 3.75504 -2.29300 -0.82961
H 5.98401 -1.72180 -1.69725
H 7.44954 -0.17769 -0.43599
H 6.65950 0.80972 1.68724
H 4.41954 0.27244 2.54264
H 3.80841 -3.98595 2.39646
H 3.81095 -6.31316 1.63650
H 2.20194 -7.06895 -0.08108
H 0.57407 -5.47128 -1.03167
H 0.56358 -3.12002 -0.26294
C -4.98067 -0.54370 5.19675
C -4.03572 0.46949 5.26317
C -3.19510 0.71428 4.19059
C -3.28189 -0.07898 3.04987
C -4.21713 -1.11053 2.99525
C -5.07304 -1.33424 4.06148
P -2.25927 0.28431 1.58795
C -2.37489 2.15132 1.72622
C -3.61199 2.78765 1.83917
C -3.69353 4.16091 1.96677
C -2.53334 4.92952 1.98921
C -1.30282 4.30921 1.88118
C -1.22771 2.92684 1.74883
C -1.63214 -1.77762 1.29693
C -1.48593 -2.65455 2.38248
C -1.55280 -4.03123 2.22408
C -1.74656 -4.57456 0.96741
C -1.85646 -3.73929 -0.13566
C -1.77834 -2.36947 0.02804
H -5.64841 -0.71453 6.03001
H -3.95578 1.08005 6.15237
H -2.46703 1.51238 4.24691
H -4.27856 -1.74769 2.12178
H -5.80648 -2.12610 4.00552
H -4.52717 2.20762 1.83178
H -4.66178 4.63479 2.05145
H -2.59508 6.00409 2.09442
H -0.39337 4.89506 1.90676
H -0.25784 2.45479 1.67255
H -1.37752 -2.24648 3.37694
H -1.46199 -4.67545 3.08817
H -1.80806 -5.64795 0.84381
H -2.00526 -4.15621 -1.12287
H -1.91734 -1.75206 -0.84703

Force components x, y, z for each atom (eV/Å):
Ir -2.674 -0.460 -0.010
C 0.005 -0.025 0.041
S 0.000 -0.051 -0.011
C -0.255 0.096 0.086
S 0.071 -0.317 0.017
N -0.079 -0.617 -0.397
N 1.166 -0.271 -0.191
C -0.483 0.531 0.425
C 0.480 -0.033 0.293
C -0.161 -0.005 0.150
C 0.003 0.047 0.144
C -0.056 -0.023 -0.107
C 0.062 0.082 0.155
N 0.014 -0.328 0.033
H -0.019 0.025 0.000
H -0.020 -0.022 -0.019
H 0.017 -0.004 0.012
H -0.123 0.258 -0.070
H -0.022 -0.008 -0.029
H 0.007 0.027 -0.002
H 0.039 -0.021 0.030
H -0.001 -0.034 0.010
S 0.655 0.575 -0.064
C 0.012 -0.053 -0.103
C -0.045 0.000 -0.009
C 0.053 -0.016 0.007
C -0.006 -0.005 -0.030
C 0.003 -0.079 0.025
C -0.067 0.092 -0.019
As -0.032 -0.393 -0.164
C -0.101 0.052 -0.099
C -0.079 0.000 -0.031
C 0.018 0.012 -0.016
C -0.010 -0.001 -0.026
C 0.058 0.030 -0.019
C -0.077 -0.003 0.090
C -0.088 0.032 -0.069
C -0.017 0.017 0.083
C -0.014 -0.017 -0.024
C 0.028 -0.014 0.016
C 0.044 0.007 -0.008
C 0.141 0.203 -0.072
H -0.008 0.015 0.002
H 0.005 -0.004 0.030
H 0.024 -0.013 0.011
H 0.005 -0.015 -0.016
H 0.016 -0.006 0.020
H 0.005 -0.005 -0.004
H 0.028 0.006 -0.013
H 0.007 0.015 0.004
H 0.011 -0.023 0.004
H 0.009 0.011 0.024
H 0.012 -0.017 0.015
H 0.001 -0.017 0.002
H -0.019 -0.006 -0.023
H 0.130 -0.098 0.058
C -0.028 -0.019 0.001
C 0.026 0.030 0.028
C 0.082 0.026 0.000
C -0.098 -0.498 -0.216
C 0.024 -0.009 0.035
C 0.002 0.010 0.009
P 0.603 2.295 0.100
C -0.103 -0.146 -0.061
C -0.117 0.039 -0.003
C 0.034 0.051 -0.003
C -0.034 -0.018 0.000
C 0.011 0.031 0.020
C 0.123 0.041 -0.008
C 2.184 -1.064 -0.205
C -0.437 0.045 0.040
C -0.224 0.043 0.078
C -0.025 -0.085 -0.016
C -0.361 0.049 0.033
C -0.584 0.044 0.118
H -0.004 -0.015 0.026
H -0.001 0.009 0.005
H -0.042 0.012 -0.008
H -0.001 -0.013 -0.035
H -0.026 -0.021 -0.006
H 0.010 -0.007 0.010
H -0.023 0.022 0.005
H -0.008 0.021 -0.003
H 0.013 0.023 -0.009
H -0.092 -0.001 0.034
H 0.183 -0.023 -0.007
H 0.021 -0.004 0.022
H 0.035 -0.016 -0.008
H -0.011 -0.004 -0.039
H 0.194 0.019 -0.077

As for the maximum force: 2.714 eV/Å. The charge is +1. As for the orbital gap: 5.782 eV. The calculation puts the energy above the lowest of the compared OMol25 structures with the same formula, charge and spin at 468.8 kJ/mol.

Results of the Löwdin charge analysis, in e, for atoms 1 through 8:
1 Ir 0.72
2 C -0.37
3 S 0.90
4 C -0.98
5 S 0.79
6 N -0.04
7 N -0.11
8 C -0.04